Record 1
Entry from the Open Molecules 2025 dataset: a cluster of 2 separate species, C4H6O2 in total (ωB97M-V with the def2-TZVPD basis set).

```
12
C4H6O2 (ωB97M-V with the def2-TZVPD basis set)
O 3.908 -0.149 -0.533
O -0.139 -0.730 -1.150
C -1.717 0.750 -0.219
C -0.507 -0.104 0.002
C 2.920 -0.667 -0.736
C 0.126 -0.239 1.171
H -2.549 0.133 -0.577
H 0.983 -0.896 1.294
H -0.216 0.301 2.046
H -2.019 1.254 0.702
H 0.721 -1.153 -1.011
H -1.512 1.501 -0.989
```

Properties
- E_LUMO: 0.90 eV
- Energy relative to the best compared isomer or geometry (same formula, charge and spin): 1.091 eV
- Kohn-Sham gap: 9.7243 eV
- E: -8339.3700 eV
- Molecular weight: 86.09 g/mol

Mulliken population analysis, charges in e, atoms 1 to 2: -0.115 -0.476

Record 2
Entry from the Open Molecules 2025 dataset: the ion CH4NO with charge -1 (ωB97M-V with the def2-TZVPD basis set).

```
7
CH4NO (ωB97M-V with the def2-TZVPD basis set)
O 1.556 0.551 -0.690
N 0.859 -0.372 0.080
C -0.607 -0.066 -0.111
H -1.039 -0.965 0.274
H -0.967 0.815 0.476
H -0.703 0.068 -1.212
H 0.901 -0.030 1.183
```

Properties
- E_LUMO: 5.11 eV
- Net charge: -1
- Energy relative to the best compared isomer or geometry (same formula, charge and spin): 2.409 eV
- Kohn-Sham gap: 6.1798 eV
- E: -4636.5894 eV
- Molecular weight: 46.05 g/mol

Mulliken population analysis, charges in e, atoms 1 to 2: -0.770 -0.350